(1)
C6H10 | ωB97M-V/def2-TZVPD

Last column: natural (NBO) charge in e.
Atoms and positions in Å:
C  1.679  -0.045  0.352  -0.386
C  0.691  -1.163  -0.043  -0.388
C  -0.329  -0.043  -0.218  -0.056
C  0.826  0.916  -0.515  -0.384
C  -1.344  0.355  0.813  -0.420
C  -1.778  -0.091  -0.564  -0.419
H  2.743  -0.165  0.136  0.202
H  1.542  0.195  1.411  0.200
H  0.968  -1.571  -1.025  0.198
H  0.486  -1.989  0.645  0.202
H  1.148  0.881  -1.563  0.199
H  0.719  1.959  -0.199  0.202
H  -1.562  -0.280  1.667  0.210
H  -1.396  1.421  1.025  0.208
H  -2.221  0.632  -1.242  0.216
H  -2.215  -1.086  -0.617  0.215

E, eV: -6382.446
Gap between HOMO and LUMO, eV: 11.08
Molar mass, g/mol: 82.146
Energy above the lowest of the compared OMol25 structures with the same formula, charge and spin, eV: 1.414
Total charge: 0

(2)
C4H8 | ωB97M-V/def2-TZVPD

Last column: Mulliken spin population.
Atoms and positions in Å:
C  0.506  1.417  -1.598  0.273
C  -0.760  0.819  -1.360  -0.119
C  0.098  -0.959  2.082  0.006
C  -0.234  -0.317  -0.980  0.684
H  1.140  1.760  -0.782  0.016
H  -1.808  0.962  -1.629  0.087
H  0.705  -1.649  1.497  -0.001
H  0.307  0.003  1.610  0.006
H  -0.965  -1.171  2.019  0.000
H  -0.420  -1.315  -1.372  0.027
H  0.470  -0.963  3.098  0.004
H  0.961  1.414  -2.586  0.016

E, eV: -4264.195
Gap between HOMO and LUMO (spin up / spin down), eV: 10.12 / 7.86
Molar mass, g/mol: 56.108
Energy above the lowest of the compared OMol25 structures with the same formula, charge and spin, eV: 4.048
Multiplicity: 2
Total charge: +1

(3)
C4H13NO3 | ωB97M-V/def2-TZVPD

Last column: natural (NBO) charge in e.
Atoms and positions in Å:
C  0.377  -1.432  2.758  -0.437
N  0.474  -0.388  1.719  -0.616
C  1.310  -0.573  0.602  -0.113
C  2.893  -0.802  0.677  -0.640
C  0.696  -1.845  -0.148  0.395
O  -0.427  -1.896  -0.573  -0.504
H  0.089  -0.909  3.724  0.204
H  -0.372  -2.161  2.539  0.196
H  1.164  -2.110  2.991  0.179
H  0.744  0.508  2.268  0.363
H  1.074  0.416  -0.055  0.214
H  3.380  0.028  1.235  0.213
H  2.976  -1.741  1.220  0.202
H  3.387  -0.934  -0.236  0.218
H  1.189  -2.805  -0.395  0.126
O  -3.743  1.515  -2.853  -0.957
H  -3.183  2.276  -2.606  0.480
H  -3.985  1.262  -1.998  0.457
O  -2.590  3.891  -3.192  -0.930
H  -2.144  3.444  -3.978  0.476
H  -3.307  4.257  -3.699  0.475

E, eV: -11989.185
Gap between HOMO and LUMO, eV: 9.81
Molar mass, g/mol: 123.152
Energy above the lowest of the compared OMol25 structures with the same formula, charge and spin, eV: 3.286
Total charge: 0

(4)
C31H43Cl5N2O6 | ωB97M-V/def2-TZVPD

Last column: Mulliken charge in e.
Atoms and positions in Å:
C  4.613  29.221  0.261  -1.316
C  4.456  27.930  1.035  -0.494
C  3.973  26.749  0.172  -0.329
C  3.686  25.583  1.094  -0.876
N  3.227  24.292  0.429  0.659
C  3.065  23.240  1.450  0.076
C  1.664  23.264  2.038  -0.584
C  0.863  24.093  0.995  -0.836
C  1.834  24.461  -0.134  -0.423
C  4.205  23.893  -0.578  -1.098
H  4.320  30.080  0.869  0.346
H  4.117  29.314  -0.705  0.363
H  5.665  29.431  0.045  0.314
H  3.779  28.004  1.894  0.399
H  5.371  27.613  1.545  0.374
H  4.707  26.533  -0.603  0.392
H  3.063  27.095  -0.328  0.353
H  2.924  25.886  1.812  0.361
H  4.577  25.273  1.647  0.230
H  3.027  22.317  0.855  -0.503
H  3.886  23.066  2.144  0.173
H  1.287  22.258  2.169  0.459
H  1.631  23.804  2.984  0.236
H  0.077  23.468  0.573  0.377
H  0.417  24.986  1.423  0.330
H  1.757  23.854  -1.033  0.521
H  1.686  25.501  -0.409  0.230
H  4.046  22.858  -0.866  0.416
H  5.205  23.943  -0.144  0.320
H  4.167  24.601  -1.397  0.438
Cl  5.670  23.878  4.433  1.687
O  5.992  23.961  3.011  -0.740
O  4.238  24.084  4.584  -0.596
O  6.062  22.553  4.870  -0.567
O  6.349  24.906  5.162  -0.737
Cl  1.509  20.443  4.959  -0.210
C  3.123  20.327  5.691  1.623
C  3.419  18.897  6.054  -0.599
Cl  5.085  18.723  6.646  -0.171
H  3.112  21.035  6.516  -0.698
H  3.913  20.765  5.079  -0.554
H  3.294  18.293  5.156  0.279
H  2.730  18.497  6.793  0.403
Cl  3.290  21.522  9.061  -0.204
C  2.807  23.191  8.653  -0.456
C  3.998  23.907  8.077  0.111
Cl  5.197  24.324  9.348  -0.215
H  2.403  23.645  9.557  0.412
H  1.941  23.185  7.989  0.303
H  3.689  24.860  7.659  0.314
H  4.528  23.260  7.387  -0.253
C  9.416  20.093  6.730  -0.947
C  9.211  21.271  7.690  -0.543
C  9.053  22.597  6.976  0.384
C  10.274  23.028  6.292  0.190
N  11.226  23.373  5.751  -0.505
H  9.907  19.241  7.193  0.350
H  10.040  20.416  5.892  0.299
H  8.447  19.806  6.319  0.121
H  9.980  21.248  8.464  0.367
H  8.296  21.080  8.259  0.345
H  8.745  23.415  7.633  0.293
H  8.234  22.586  6.247  -0.326
C  0.258  18.207  -1.395  -0.569
C  1.064  17.777  -2.453  -0.540
C  2.435  17.808  -2.304  -0.573
C  2.991  18.335  -1.152  0.177
C  2.191  18.963  -0.199  0.424
C  0.807  18.900  -0.329  -0.689
C  2.729  19.652  1.009  0.461
O  2.013  20.140  1.855  -0.637
C  4.210  19.632  1.174  0.361
C  4.766  20.162  2.332  0.411
C  6.120  20.077  2.563  -0.575
C  6.950  19.428  1.645  -0.918
C  6.368  18.841  0.530  -0.578
C  5.015  18.950  0.262  0.054
C  4.475  18.357  -0.987  0.519
O  5.203  17.959  -1.867  -0.659
H  -0.788  17.932  -1.442  0.414
H  0.536  17.370  -3.304  0.385
H  3.098  17.420  -3.067  0.499
H  0.122  19.181  0.461  0.450
H  4.120  20.600  3.078  0.042
H  6.576  20.503  3.448  0.543
H  8.020  19.444  1.796  0.463
H  7.038  18.282  -0.113  0.464

E, eV: -110714.630
Gap between HOMO and LUMO, eV: 8.26
Molar mass, g/mol: 716.958
Total charge: 0

(5)
C10H11N2S | ωB97M-V/def2-TZVPD

Last column: natural (NBO) charge in e.
Atoms and positions in Å:
C  -4.642  -0.803  -1.625  0.150
C  -0.268  -0.165  1.441  -0.042
C  0.879  1.278  -0.050  -0.083
C  0.902  -0.299  2.160  -0.288
C  2.104  1.140  0.585  -0.292
C  -0.311  0.653  0.257  -0.329
C  2.143  0.312  1.746  0.287
C  -3.098  0.071  -0.001  -0.140
C  -1.257  0.352  -0.673  0.018
C  0.465  -0.698  -2.654  -0.760
N  -3.876  -0.362  -0.853  -0.286
N  3.336  -0.025  2.232  -0.740
S  -1.264  -0.152  -2.272  0.483
H  -5.340  -1.521  -1.937  0.252
H  -1.094  -0.657  1.698  0.224
H  0.909  2.128  -0.887  0.235
H  0.870  -0.835  3.009  0.224
H  2.903  1.818  0.341  0.237
H  -3.232  0.901  0.706  0.238
H  1.198  0.108  -2.880  0.257
H  0.334  -1.517  -3.413  0.264
H  0.766  -1.333  -1.731  0.246
H  3.483  -0.952  2.818  0.435
H  4.091  0.560  1.979  0.410

E, eV: -24351.161
Gap between HOMO and LUMO (spin up / spin down), eV: 6.59 / 6.59
Molar mass, g/mol: 191.279
Energy above the lowest of the compared OMol25 structures with the same formula, charge and spin, eV: 5.559
Total charge: +1

Among the records above, which one has the lowest E? C31H43Cl5N2O6